# C3H6N2O

C3H6N2O in the gas phase (wB97M-V/def2-TZVPD, the OMol25 dataset).

The geometry in XYZ format:
```
12
Properties=species:S:1:pos:R:3
H 1.816 1.862 -0.333
N 0.826 1.501 -0.182
C 0.741 0.265 -0.007
N 1.745 -0.706 0.145
C -0.737 -0.337 -0.105
C -1.786 0.750 0.155
O -0.882 -1.540 -0.157
H 2.737 -0.409 0.588
H 1.526 -1.690 0.061
H -2.758 0.514 -0.440
H -2.180 0.601 1.258
H -1.390 1.808 0.127
```

SMILES string: [H]/N=C(\N)C(C)=O
Charge: 0

# C3H7NOS2

C3H7NOS2 in the gas phase (wB97M-V/def2-TZVPD, the OMol25 dataset).

The geometry in XYZ format:
```
14
Properties=species:S:1:pos:R:3
N -1.312 1.317 0.057
C -1.809 0.021 -0.350
S -3.421 -0.385 -0.246
S -0.725 -1.274 -0.537
C 0.419 -0.792 0.718
C 1.720 -0.439 -0.116
O 1.434 0.644 -0.842
H -0.454 1.643 -0.173
H -2.099 2.004 0.350
H 0.062 0.169 1.310
H 0.625 -1.610 1.333
H 2.382 -1.143 -0.684
H 2.333 -0.374 0.774
H 0.846 0.218 -1.594
```

SMILES string: NC(=S)SCCO
Charge: 0

# C17H49Li2N18O19

C17H49Li2N18O19 as an isolated structure (wB97M-V/def2-TZVPD, the OMol25 dataset).

The geometry in XYZ format:
```
105
Properties=species:S:1:pos:R:3
Li 3.507 -0.320 2.323
Li 1.192 0.780 4.385
C -0.205 0.923 1.249
C -0.696 1.003 0.020
C -0.099 0.292 -1.137
O -0.637 0.172 -2.357
C 1.105 -0.309 -1.027
C 1.770 -0.367 0.205
C 1.007 0.186 1.501
O 1.607 0.139 2.577
O 2.937 -0.728 0.395
O -1.739 1.777 -0.148
H -0.637 1.320 2.155
H 1.688 -0.743 -1.825
C -2.623 0.755 5.565
C -1.128 0.649 5.312
O -0.326 1.533 5.875
O -0.727 -0.183 4.536
H -3.008 1.311 6.419
H -3.042 -0.237 5.733
H -3.134 1.032 4.642
C -4.463 -1.205 -1.748
O -5.479 -1.020 -1.111
N -4.386 -1.908 -2.794
N -3.425 -0.598 -1.499
H -5.045 -2.670 -2.722
H -3.554 -2.075 -3.342
H -3.328 -0.223 -0.566
H -2.633 -0.903 -2.047
C -1.152 -3.666 -0.624
O -0.579 -3.189 0.382
N -1.643 -4.830 -0.598
N -1.158 -3.125 -1.844
H -1.882 -5.237 -1.491
H -1.539 -5.400 0.229
H -0.839 -2.171 -1.928
H -1.538 -3.490 -2.706
C -5.177 3.890 -1.692
O -4.462 4.765 -1.340
N -6.425 4.014 -2.143
N -4.877 2.630 -1.547
H -6.731 4.933 -2.427
H -6.972 3.225 -2.458
H -5.565 1.904 -1.680
H -4.045 2.531 -0.983
C 6.483 -2.166 -0.416
O 7.231 -3.152 -0.491
N 5.209 -2.357 -0.195
N 6.825 -0.897 -0.521
H 4.724 -3.200 -0.468
H 4.580 -1.646 0.150
H 6.069 -0.231 -0.591
H 7.756 -0.571 -0.742
C 2.945 -4.788 -1.075
O 2.367 -5.326 -0.153
N 2.525 -3.713 -1.564
N 4.058 -5.317 -1.629
H 1.841 -3.178 -1.049
H 3.083 -3.138 -2.178
H 4.255 -6.298 -1.490
H 4.639 -4.986 -2.386
C 4.946 1.465 -2.451
O 4.502 2.483 -1.966
N 4.288 0.389 -2.581
N 6.193 1.371 -2.873
H 4.547 -0.478 -3.030
H 3.345 0.433 -2.221
H 6.700 2.220 -2.667
H 6.559 0.471 -3.150
C -2.624 -2.807 3.458
O -3.196 -3.830 3.009
N -1.982 -1.980 2.817
N -2.501 -2.670 4.766
H -1.644 -1.201 3.363
H -1.921 -1.955 1.809
H -2.038 -1.836 5.097
H -2.948 -3.414 5.283
C 0.321 4.555 -2.343
O 0.989 5.599 -2.601
N -0.906 4.508 -2.052
N 0.824 3.437 -2.251
H -1.482 3.718 -1.796
H -1.323 5.344 -2.436
H 1.759 3.346 -2.622
H 0.222 2.644 -2.081
C -1.755 4.838 2.825
O -1.627 5.952 2.530
N -2.253 3.985 1.918
N -1.324 4.285 3.937
H -2.102 2.994 1.801
H -2.421 4.572 1.113
H -1.019 4.933 4.649
H -1.305 3.309 4.195
O -2.330 2.224 -3.341
H -2.695 1.884 -2.524
H -1.622 1.618 -3.558
O 3.875 1.652 2.585
H 4.435 2.040 1.914
H 3.324 2.375 2.886
O 0.117 -1.803 -4.450
H -0.719 -2.220 -4.658
H -0.122 -1.030 -3.937
O 1.087 -2.774 3.035
H 0.716 -2.002 3.463
H 0.604 -2.847 2.212
```

2S+1: 2
<S²>: 0.810
Charge: 0

# C12H30FNO12P2S3Si

A 4-piece molecular cluster, C12H30FNO12P2S3Si overall (wB97M-V/def2-TZVPD, the OMol25 dataset).

The geometry in XYZ format:
```
62
Properties=species:S:1:pos:R:3
C 1.403 0.925 0.748
C 2.545 0.020 1.314
C 2.077 -1.045 2.342
F 3.230 -1.420 3.064
Si 1.298 -2.632 1.611
P 1.295 -2.715 -0.611
N 2.579 -3.471 -1.249
P -0.850 -2.630 2.252
C -1.630 -4.180 1.550
C -1.548 -1.073 1.447
C -3.084 -1.134 1.125
H 1.036 0.605 -0.242
H 1.845 1.926 0.581
H 0.554 1.078 1.432
H 3.121 -0.427 0.485
H 3.236 0.691 1.862
H 1.369 -0.585 3.061
H 1.976 -3.842 2.124
H 0.142 -3.472 -0.985
H 1.121 -1.393 -1.115
H 3.169 -3.731 -0.458
H -1.353 -5.020 2.213
H -1.274 -4.460 0.536
H -2.731 -4.165 1.516
H -1.289 -0.239 2.128
H -0.986 -0.859 0.511
H -3.594 -0.399 1.770
H -3.460 -2.154 1.283
H -3.230 -0.819 0.076
O -2.230 -7.490 3.309
S -3.012 -6.620 4.126
O -3.824 -5.581 3.584
O -2.046 -5.989 5.257
C -2.548 -6.308 6.557
C -3.281 -7.625 6.383
O -3.925 -7.519 5.110
H -3.230 -5.512 6.866
H -1.730 -6.381 7.270
H -4.015 -7.800 7.167
H -2.583 -8.465 6.343
O -0.598 5.476 0.600
S 0.113 4.629 -0.302
O -0.133 3.226 -0.387
O 1.695 4.866 -0.076
C 2.302 5.287 -1.304
C 1.204 6.010 -2.058
O 0.017 5.255 -1.786
H 2.634 4.398 -1.846
H 3.157 5.929 -1.102
H 1.394 6.050 -3.133
H 1.060 7.023 -1.671
O 1.583 5.228 -4.793
S 1.488 4.764 -6.144
O 1.699 3.401 -6.498
O 2.433 5.698 -7.062
C 1.653 6.313 -8.093
C 0.259 6.440 -7.507
O 0.070 5.240 -6.751
H 1.659 5.655 -8.964
H 2.077 7.277 -8.363
H -0.508 6.532 -8.272
H 0.193 7.288 -6.821
```

SMILES string: CC[C@H](F)[Si@H]([PH2]=N)P(C)CC.O=S1(=O)OCCO1.O=S1(=O)OCCO1.O=S1(=O)OCCO1
Charge: 0

Number 1: maximum force 4.0 eV/A, total energy -8235.0198 eV. Number 2: maximum force 6.9 eV/A, total energy -28430.4327 eV. Number 3: maximum force 10.3 eV/A, total energy -84562.6497 eV. Number 4: maximum force 2.7 eV/A, total energy -100664.0243 eV.